--- 1 ---
# C5H16N

A 2-piece molecular cluster, C5H16N overall (ωB97M-V/def2-TZVPD, the Open Molecules 2025 dataset).

Structure (ORCA input):
```
! RIJCOSX wB97M-V def2-TZVPD def2/J DEFGRID3
* xyz 1 1
C 2.323 1.112 -1.112
C 0.798 1.153 -1.037
C 0.248 -0.146 -1.643
C 0.309 1.418 0.385
H 2.750 2.058 -0.790
H 2.700 0.288 -0.500
H 2.648 0.897 -2.127
H 0.427 1.971 -1.653
H -0.840 -0.270 -1.576
H 0.749 -1.044 -1.270
H 0.385 -0.094 -2.723
H 0.617 2.403 0.738
H -0.783 1.395 0.426
H 0.769 0.714 1.091
C -2.017 -1.632 2.115
N -1.271 -1.339 0.856
H -1.464 -2.380 2.677
H -2.054 -0.720 2.707
H -3.024 -1.975 1.902
H -1.343 -2.122 0.199
H -0.277 -1.146 0.992
H -1.653 -0.541 0.344
*
```

For the HOMO energy, the calculation gives -15.0 eV.

Need the Löwdin charges? In units of e they are:
1 C -0.0750
2 C -0.4762
3 C -0.0999
4 C -0.0928
5 H 0.0856
6 H 0.0836
7 H 0.0843
8 H 0.1349
9 H 0.0618
10 H 0.0793
11 H 0.0901
12 H 0.0910
13 H 0.0676
14 H 0.0745
15 C 0.0016
16 N 0.1318
17 H 0.1072
18 H 0.1067
19 H 0.1072
20 H 0.1716
21 H 0.1381
22 H 0.1270


--- 2 ---
# C5H16N

A 2-piece molecular cluster, C5H16N overall (ωB97M-V/def2-TZVPD, the Open Molecules 2025 dataset).

Structure (ORCA input):
```
! RIJCOSX wB97M-V def2-TZVPD def2/J DEFGRID3
* xyz 1 1
C 1.655 0.193 2.072
C 0.472 0.980 2.628
C 1.910 0.526 0.598
H 2.543 0.379 2.673
H 1.449 -0.875 2.163
H -0.339 1.189 1.927
H 0.898 0.508 0.172
H 2.224 1.547 0.383
H 2.579 -0.144 0.057
H 0.034 0.444 3.471
H 0.811 1.941 2.992
C -1.337 -0.533 -2.324
C -1.677 -1.812 -1.608
N -0.942 0.558 -1.390
H -0.501 -0.619 -3.023
H -2.092 -0.244 -3.058
H -1.060 -1.988 -0.718
H -1.496 -2.663 -2.259
H -0.466 1.324 -1.873
H -1.749 0.929 -0.886
H -0.216 0.240 -0.724
H -2.701 -1.876 -1.273
*
```

For the HOMO energy, the calculation gives -14.8 eV.

Need the Löwdin charges? In units of e they are:
1 C -0.2899
2 C -0.1135
3 C -0.1009
4 H 0.1089
5 H 0.1026
6 H 0.0528
7 H 0.0055
8 H 0.0862
9 H 0.0848
10 H 0.0782
11 H 0.0754
12 C -0.2058
13 C -0.0620
14 N 0.1800
15 H 0.1324
16 H 0.1366
17 H 0.0886
18 H 0.0956
19 H 0.1777
20 H 0.1790
21 H 0.1031
22 H 0.0847


Which one sits at the bottom of the stability order? 2 does.


--- 1 ---
# C12H16Cl3F5OPb

C12H16Cl3F5OPb as an isolated structure (ωB97M-V/def2-TZVPD, the Open Molecules 2025 dataset).

Structure (ORCA input):
```
! RIJCOSX wB97M-V def2-TZVPD def2/J DEFGRID3
* xyz -2 1
C 1.933 1.552 -0.208
C 1.229 2.161 0.861
C 0.023 2.712 0.340
C 1.666 2.209 2.288
C -0.030 2.387 -1.049
C 1.123 1.671 -1.375
C 1.465 1.190 -2.734
C 3.282 0.950 -0.167
C -0.971 3.448 1.166
C -1.154 2.790 -1.924
Pb -0.655 -1.512 3.056
Cl -0.428 0.031 5.073
Cl 1.789 -1.399 2.108
Cl -1.582 0.132 1.299
H 2.564 1.570 2.458
H 0.855 1.830 2.956
H 1.901 3.255 2.594
H -1.135 2.957 2.136
H -1.923 3.479 0.632
H -0.633 4.482 1.334
H -2.115 2.628 -1.438
H -1.129 2.217 -2.832
H -1.079 3.843 -2.180
H 0.570 0.869 -3.264
H 2.136 0.344 -2.680
H 1.944 1.974 -3.320
H 3.423 0.419 0.780
H 4.070 1.721 -0.272
H 3.411 0.217 -0.983
O 0.305 -1.111 -1.358
H 0.899 -1.848 -1.111
F -1.528 -0.754 -3.113
C -2.178 -0.917 -1.970
F -3.127 0.003 -1.808
C -2.625 -2.345 -1.641
F -3.684 -2.646 -2.449
F -1.635 -3.211 -1.876
F -3.041 -2.408 -0.368
*
```

For the HOMO energy (alpha / beta), the calculation gives -0.4 / -0.5 eV.

Need the Löwdin charges? In units of e they are:
1 C -0.2044
2 C -0.2433
3 C -0.2389
4 C -0.0848
5 C -0.2378
6 C -0.1997
7 C -0.0682
8 C -0.0744
9 C -0.0769
10 C -0.0659
11 Pb 0.3327
12 Cl -0.4100
13 Cl -0.2915
14 Cl -0.1304
15 H 0.0553
16 H 0.0388
17 H 0.0685
18 H 0.0591
19 H 0.0602
20 H 0.0758
21 H 0.0620
22 H 0.0542
23 H 0.0612
24 H 0.0584
25 H 0.0535
26 H 0.0681
27 H 0.0183
28 H 0.0728
29 H 0.0711
30 O -0.4012
31 H -0.1128
32 F 0.0831
33 C -0.3111
34 F 0.0809
35 C -0.5731
36 F 0.0902
37 F 0.1429
38 F 0.1172


--- 2 ---
# C12H16Cl3F5OPb

C12H16Cl3F5OPb as an isolated structure (ωB97M-V/def2-TZVPD, the Open Molecules 2025 dataset).

Structure (ORCA input):
```
! RIJCOSX wB97M-V def2-TZVPD def2/J DEFGRID3
* xyz -2 1
C -1.071 0.978 -1.282
C -1.230 -0.416 -1.548
C 0.038 -1.037 -1.577
C -2.524 -1.121 -1.767
C 1.009 -0.024 -1.300
C 0.345 1.201 -1.155
C 1.010 2.552 -1.018
C -2.133 2.003 -1.242
C 0.306 -2.496 -1.835
C 2.457 -0.243 -1.210
Pb -2.730 -2.268 2.500
Cl -3.607 -3.729 0.779
Cl -3.545 -0.015 1.661
Cl -0.298 -2.245 1.689
H -3.395 -0.500 -1.556
H -2.678 -1.995 -1.097
H -2.599 -1.455 -2.820
H -0.373 -3.110 -1.291
H 1.291 -2.769 -1.528
H 0.208 -2.614 -2.898
H 2.709 -1.208 -0.701
H 3.004 0.568 -0.648
H 2.915 -0.305 -2.246
H 1.845 2.470 -0.335
H 0.319 3.281 -0.599
H 1.381 2.886 -2.009
H -2.966 1.573 -0.713
H -2.385 2.356 -2.236
H -1.836 2.842 -0.622
O 0.544 1.538 2.117
H -0.450 1.339 2.303
F 2.850 1.387 2.103
C 2.054 0.406 2.547
F 2.405 -0.709 1.856
C 1.896 0.271 4.079
F 2.923 0.064 4.973
F 1.229 1.377 4.518
F 1.083 -0.833 4.109
*
```

For the HOMO energy (alpha / beta), the calculation gives 0.9 / 0.9 eV.

Need the Löwdin charges? In units of e they are:
1 C -0.2562
2 C -0.2744
3 C -0.2734
4 C -0.1045
5 C -0.3020
6 C -0.2664
7 C -0.0929
8 C -0.1091
9 C -0.0924
10 C -0.1196
11 Pb 0.2041
12 Cl -0.2954
13 Cl -0.3042
14 Cl -0.1955
15 H 0.0413
16 H 0.0029
17 H 0.0601
18 H 0.0319
19 H 0.0384
20 H 0.0509
21 H 0.0540
22 H 0.0588
23 H 0.0659
24 H 0.0303
25 H 0.0454
26 H 0.0597
27 H 0.0107
28 H 0.0537
29 H 0.0485
30 O -0.0947
31 H 0.0864
32 F 0.1107
33 C -0.2355
34 F 0.1127
35 C -0.4652
36 F 0.1167
37 F 0.1153
38 F 0.0830


Which one sits at the bottom of the stability order? 2 does.


--- 1 ---
# CHNOS2

One molecule with the formula CHNOS2 (ωB97M-V/def2-TZVPD, the Open Molecules 2025 dataset).

Structure (ORCA input):
```
! RIJCOSX wB97M-V def2-TZVPD def2/J DEFGRID3
* xyz 0 1
C 0.426 -0.702 -0.189
N 1.633 -0.322 0.234
O 3.793 0.363 -0.735
S -0.151 -2.240 -0.149
S 3.102 -0.026 0.460
H -0.385 -0.020 -0.507
*
```

For the HOMO energy, the calculation gives -9.0 eV.

Need the Löwdin charges? In units of e they are:
1 C -0.7911
2 N -0.3620
3 O -0.4647
4 S 0.6103
5 S 0.9520
6 H 0.0555


--- 2 ---
# CHNOS2

A 2-piece molecular cluster, CHNOS2 overall (ωB97M-V/def2-TZVPD, the Open Molecules 2025 dataset).

Structure (ORCA input):
```
! RIJCOSX wB97M-V def2-TZVPD def2/J DEFGRID3
* xyz 0 1
C 0.397 0.343 -1.041
N -0.409 0.939 0.800
O -0.370 -1.586 1.237
S 1.900 -0.078 -1.098
S -0.902 -0.215 1.575
H -0.617 0.597 -1.473
*
```

For the HOMO energy, the calculation gives -9.3 eV.

Need the Löwdin charges? In units of e they are:
1 C -0.5388
2 N -0.4417
3 O -0.5953
4 S 0.7934
5 S 0.7221
6 H 0.0602


Which one sits at the bottom of the stability order? 2 does.